# 1
Below is a molecular structure, C24H52ClGeN2O2PdSi3Te in a non-equilibrium geometry, with properties calculated with the ωB97M-V functional and the def2-TZVPD basis.

* <S²>: 0.760
* spin multiplicity: 2
* ΔE to the lowest compared entry with this formula, charge and spin: 0.0 kJ/mol
* HOMO energy (spin up / spin down): -6.8 / -7.0 eV
* charge: 0
* frontier orbital gap (spin up / spin down): 7.1250 / 5.9106 eV
* LUMO (spin up / spin down): 0.3 / -1.1 eV

Cartesian coordinates (Å):
Pd 0.78279 0.05974 0.23649
N 3.54337 1.81018 -0.56293
C 4.18245 2.64701 0.44049
C 4.56370 1.84418 1.69550
C 3.44394 0.91503 2.17091
C 2.17564 1.65475 2.57667
N 0.96729 0.81393 2.35406
H 4.20271 1.22127 -1.05591
H 3.02433 2.35873 -1.23645
H 3.46108 3.42142 0.71653
H 5.07218 3.18162 0.08305
H 4.85957 2.54807 2.47926
H 5.44626 1.23481 1.48214
H 3.79399 0.29054 2.99792
H 3.20631 0.24222 1.34552
H 2.02346 2.54931 1.98195
H 2.23208 1.97182 3.62293
H 0.14991 1.33983 2.64601
H 1.01330 -0.00559 2.95238
Cl 1.41393 5.22319 1.81403
C 1.25848 4.94779 0.06809
C 0.72847 3.57802 -0.33838
O -0.03669 2.99821 0.53002
O 0.97156 3.16663 -1.45984
H 2.22659 5.10825 -0.39657
H 0.55700 5.68671 -0.31735
C -3.90134 1.80964 -2.18724
Si -2.12433 2.41601 -1.94777
C -2.18656 4.29159 -1.68459
C -1.14090 1.96436 -3.49111
Ge -1.14303 1.47407 0.04540
Si -2.52901 1.79721 2.02480
C -2.29605 0.33688 3.22314
C -4.37047 1.97998 1.64346
C -1.99749 3.39143 2.89409
Si -1.58277 -1.11745 -0.25905
C -3.41260 -1.03149 0.15711
C -1.45651 -1.46841 -2.09746
C -0.86937 -2.48965 0.81516
H -4.32661 2.35468 -3.03536
H -4.54374 1.98674 -1.32305
H -3.94102 0.74824 -2.44071
H -3.04487 4.70687 -2.21842
H -1.28598 4.76012 -2.08534
H -2.28173 4.56838 -0.63288
H -1.07916 2.82616 -4.16048
H -1.61456 1.14756 -4.03893
H -0.12289 1.67107 -3.23932
H -3.22734 -0.22514 3.32322
H -2.03072 0.69762 4.21978
H -1.53147 -0.37586 2.90785
H -4.76373 1.19040 1.01036
H -4.57006 2.93367 1.14983
H -4.93854 1.96851 2.57805
H -0.91448 3.50768 2.95896
H -2.41415 3.42415 3.90435
H -2.36714 4.26073 2.34606
H -4.00249 -0.32598 -0.42282
H -3.61483 -0.88510 1.21585
H -3.73507 -2.04669 -0.10378
H -2.25341 -0.95647 -2.64463
H -1.60126 -2.54253 -2.24977
H -0.50120 -1.18234 -2.51899
H -1.46435 -2.60287 1.72527
H 0.16592 -2.32583 1.09178
H -0.91476 -3.43332 0.26402
C 0.86492 -7.59510 -0.73304
C 1.16456 -6.13508 -0.92557
C 1.76789 -5.38414 0.07438
C 2.03333 -4.02831 -0.08008
C 2.73514 -3.32426 1.05137
C 1.66968 -3.37814 -1.27453
Te 2.10735 -1.30411 -1.50812
C 1.10730 -4.13511 -2.31182
C 0.76221 -3.58670 -3.67239
C 0.85468 -5.49144 -2.11188
H 1.35097 -7.98168 0.16244
H 1.20676 -8.18517 -1.58458
H -0.20852 -7.76720 -0.62839
H 2.04756 -5.86956 1.00359
H 2.82490 -3.98763 1.91196
H 2.21862 -2.41411 1.35768
H 3.73541 -3.00275 0.75186
H 1.02860 -2.53885 -3.78218
H -0.30536 -3.68955 -3.87629
H 1.28870 -4.15376 -4.44301
H 0.41161 -6.05966 -2.92473

Results of the Mulliken charge analysis, in e, for atoms 1 through 5: number 1, Pd, carries -0.200; number 2, N, carries -0.218; number 3, C, carries -0.282; number 4, C, carries -1.112; number 5, C, carries -0.046

# 2
Below is 3 unconnected molecules or ions with the total composition C24H52IO7 in a non-equilibrium geometry, with properties calculated with the ωB97M-V functional and the def2-TZVPD basis.

* HOMO energy: -2.1 eV
* charge: -1
* frontier orbital gap: 4.2676 eV
* LUMO: 2.2 eV

Cartesian coordinates (Å):
C 7.04305 1.18405 -0.59483
C 7.07465 1.81875 -1.97870
C 5.73123 2.05432 -2.76967
I 3.98691 1.25582 -1.60012
C 5.56563 3.45291 -3.17252
C 4.94787 3.55895 -4.56151
C 3.41077 3.44707 -4.65226
C 2.67935 4.57615 -3.92193
C 1.84509 4.18567 -2.70695
C 0.76368 3.16846 -2.99550
C 0.14174 2.55933 -1.72921
C -0.47636 1.18685 -1.99472
O 0.33729 0.12913 -1.50203
C 0.98650 -0.62071 -2.50004
H 6.49944 1.78388 0.11838
H 8.07151 1.13490 -0.23234
H 6.67967 0.16592 -0.59048
H 7.51035 2.79303 -1.86538
H 7.70670 1.21918 -2.62636
H 5.76138 1.44416 -3.66335
H 4.89683 3.96597 -2.48456
H 5.34277 2.74976 -5.17502
H 5.24920 4.49163 -5.03574
H 3.13317 3.49827 -5.70687
H 3.13622 2.45531 -4.30655
H 1.99018 5.04975 -4.62165
H 3.37718 5.35506 -3.63945
H 1.33229 5.06849 -2.32370
H 2.49447 3.85244 -1.90801
H 1.16125 2.35212 -3.58577
H -0.01806 3.62864 -3.59546
H 0.90543 2.47184 -0.96711
H -0.62437 3.22484 -1.34382
H -0.62335 1.07205 -3.06714
H -1.45285 1.10426 -1.52492
H 1.71814 -1.24108 -2.00429
H 0.28770 -1.23115 -3.07560
H 1.53762 0.00189 -3.20090
C 1.47193 -1.90963 0.34338
O 0.35497 -2.43922 1.04291
C -0.84645 -2.44606 0.29779
C -1.58228 -3.76621 0.40184
O -0.95100 -4.87884 -0.21139
C 0.24829 -5.38726 0.34575
C 0.11072 -6.07741 1.68771
O -0.21617 -5.17955 2.73496
C -1.25055 -5.61063 3.58835
H 1.52341 -0.82507 0.46077
H 2.37365 -2.35149 0.76843
H 1.43659 -2.15434 -0.72095
H -0.65971 -2.21370 -0.75566
H -1.49900 -1.66244 0.70522
H -2.52418 -3.64530 -0.14138
H -1.85016 -3.98974 1.43758
H 1.02947 -4.62648 0.36899
H 0.57940 -6.15172 -0.36292
H 1.08023 -6.53336 1.92771
H -0.63338 -6.87746 1.60854
H -2.02578 -6.15924 3.04391
H -1.70880 -4.72376 4.02835
H -0.85755 -6.23857 4.39609
C -2.44250 -1.17998 3.85651
O -3.23546 -0.32146 3.06024
C -4.02101 -0.97259 2.08083
C -5.44698 -0.46499 2.04423
O -6.24424 -0.76964 3.17826
C -5.95316 -0.15448 4.42090
C -6.22400 1.33375 4.50167
O -5.33235 2.09042 3.70459
C -5.93639 3.09142 2.91488
H -1.47608 -1.37512 3.38057
H -2.26905 -0.68252 4.81136
H -2.95107 -2.13009 4.05272
H -4.02757 -2.05724 2.23868
H -3.56535 -0.77598 1.10227
H -5.94021 -0.97473 1.21245
H -5.47922 0.60164 1.81561
H -4.94084 -0.39019 4.75344
H -6.63332 -0.63372 5.13082
H -6.08387 1.64053 5.54687
H -7.26574 1.52831 4.22515
H -6.91283 2.77497 2.53492
H -5.28428 3.27895 2.06188
H -6.04841 4.02227 3.48117

Results of the Mulliken charge analysis, in e, for atoms 1 through 5: number 1, C, carries -1.422; number 2, C, carries -0.299; number 3, C, carries -0.003; number 4, I, carries -0.386; number 5, C, carries -0.820

> Which of these has the highest charge?

C24H52ClGeN2O2PdSi3Te

> What is the formula in the second record?

C24H52IO7

> The lowest charge belongs to which entry?

C24H52IO7